A 2-piece molecular cluster, C4H11BO2 overall, computed with ωB97M-V/def2-TZVPD.

XYZ file:
```
18
Properties=species:S:1:pos:R:3:mulliken_charge:R:1
B 1.722 -0.102 -0.124 0.5229
C -0.781 -0.266 1.474 -1.3640
C -0.930 1.438 -0.502 -1.4661
C -1.091 -1.019 -0.986 -1.6736
C -0.589 -0.011 -0.018 1.2438
O 1.924 -0.861 1.000 -0.5121
O 3.084 0.283 -0.640 -0.6089
H -1.747 -0.916 1.715 0.3090
H -0.918 0.633 2.043 0.3643
H 0.066 -0.725 1.938 0.3239
H -0.988 1.526 -1.615 0.3488
H -0.150 2.080 -0.205 0.4076
H -1.926 1.797 0.039 0.3217
H -0.430 -1.073 -1.895 0.3220
H -1.232 -2.020 -0.632 0.4010
H -2.008 -0.690 -1.400 0.4599
H 2.831 -1.045 1.066 0.3180
H 3.164 0.973 -1.259 0.2816
```

Calculated values
Kohn-Sham gap   0.31570 Ha
HOMO   -0.3043 Ha
Multiplicity   1
Energy relative to the best compared isomer or geometry (same formula, charge and spin)   336.9 kJ/mol
Electronic energy   -334.3107 hartree


A single C21H30N4O6S molecule, computed with ωB97M-V/def2-TZVPD.

XYZ file:
```
62
Properties=species:S:1:pos:R:3:mulliken_charge:R:1
C -2.532 -2.860 -0.357 -1.6002
C -2.397 -1.366 -0.114 0.6240
O -3.441 -0.648 -0.785 -0.2547
C -3.169 -0.092 -1.958 0.6407
O -2.095 -0.098 -2.499 -0.6135
C -4.392 0.577 -2.558 -0.6528
S -5.452 1.291 -1.264 -0.2658
C -4.194 2.231 -0.505 0.4574
N -3.314 2.957 -1.140 -0.4612
N -2.458 3.431 -0.229 -0.5197
C -2.828 3.002 0.949 0.6159
C -2.008 3.167 2.183 -1.0297
N -0.808 2.364 2.012 -0.1970
C -0.877 1.009 2.106 0.3251
O -1.786 0.442 2.686 -0.7291
C 0.237 0.288 1.438 0.2456
C 0.857 -0.777 2.057 -0.8511
C 1.872 -1.487 1.417 0.2377
O 2.373 -2.517 2.154 -0.5134
C 3.710 -2.962 2.001 -0.1978
C 4.725 -1.876 2.338 -1.0168
C 2.226 -1.155 0.098 0.4835
O 3.171 -1.926 -0.524 -0.6163
C 4.063 -1.350 -1.468 -0.2187
C 5.319 -2.210 -1.503 -1.3229
C 1.542 -0.103 -0.553 0.7526
O 1.855 0.100 -1.862 -0.4807
C 1.128 1.040 -2.638 0.0564
C 1.618 2.472 -2.449 -1.1551
C 0.585 0.630 0.133 -0.5137
N -3.938 2.217 0.835 0.2167
C -4.642 1.494 1.855 -0.8730
H -3.509 -3.210 -0.030 0.3242
H -1.761 -3.379 0.203 0.4370
H -2.412 -3.083 -1.415 0.3678
H -1.430 -1.006 -0.476 -0.1329
H -2.504 -1.127 0.946 0.2050
H -4.079 1.364 -3.244 0.3338
H -4.999 -0.162 -3.081 0.4509
H -2.544 2.804 3.061 0.3693
H -1.720 4.210 2.319 0.4390
H -0.109 2.754 1.398 0.2751
H 0.580 -1.066 3.058 0.5391
H 3.880 -3.352 0.995 0.1743
H 3.788 -3.783 2.721 0.4012
H 4.537 -1.484 3.335 0.3299
H 5.730 -2.288 2.305 0.3742
H 4.656 -1.056 1.627 0.1735
H 3.597 -1.328 -2.458 0.2836
H 4.311 -0.323 -1.177 0.3316
H 5.056 -3.235 -1.749 0.3172
H 6.001 -1.828 -2.258 0.4256
H 5.818 -2.201 -0.537 0.2635
H 0.053 0.954 -2.448 -0.0931
H 1.313 0.725 -3.669 0.4367
H 2.671 2.543 -2.714 0.3358
H 1.501 2.801 -1.420 0.2566
H 1.045 3.134 -3.091 0.4316
H 0.046 1.417 -0.372 0.4523
H -3.923 0.953 2.473 0.2915
H -5.313 0.786 1.370 0.3269
H -5.227 2.178 2.473 0.3065
```

Calculated values
Kohn-Sham gap   0.33063 Ha
HOMO   -0.3058 Ha
Multiplicity   1
Energy relative to the best compared isomer or geometry (same formula, charge and spin)   205.0 kJ/mol
Electronic energy   -1886.8673 hartree
Structure (SMILES)   CCOC(=O)CSc1nnc(CNC(=O)c2cc(OCC)c(OCC)c(OCC)c2)n1C


A single C3H7N3O2 molecule, computed with ωB97M-V/def2-TZVPD.

XYZ file:
```
15
Properties=species:S:1:pos:R:3:mulliken_charge:R:1
N 2.159 0.921 0.124 -0.4919
N 1.796 -0.178 -0.848 -0.5018
C 0.815 -0.925 -0.457 0.3820
N 0.051 -0.858 0.585 -0.4095
C -1.242 -0.919 0.196 -0.5577
C -1.781 0.371 -0.103 0.5433
O -2.875 0.318 -0.553 -0.4919
O -1.001 1.578 -0.060 -0.5120
H 2.318 1.626 -0.592 0.2649
H 2.964 0.566 0.798 0.2622
H 0.334 -1.830 -0.974 0.3384
H -0.014 0.309 1.068 0.2545
H -1.503 -1.422 -0.648 0.3054
H -1.958 -1.110 1.044 0.3169
H -0.062 1.554 0.418 0.2971
```

Calculated values
Kohn-Sham gap   0.35510 Ha
HOMO   -0.3367 Ha
Multiplicity   1
Energy relative to the best compared isomer or geometry (same formula, charge and spin)   600.7 kJ/mol
Electronic energy   -433.0940 hartree
Structure (SMILES)   N/N=C\NCC(=O)O


A 10-piece molecular cluster, C50H126N10O10 overall, computed with ωB97M-V/def2-TZVPD.

XYZ file:
```
196
Properties=species:S:1:pos:R:3:mulliken_charge:R:1
C 2.417 3.330 -4.903 -1.4332
C 0.997 3.830 -4.617 2.1518
C 0.178 2.634 -4.647 -1.6027
C 0.911 4.610 -3.256 0.0421
C 1.544 5.981 -3.319 -0.5139
C 0.827 6.841 -4.330 -1.6417
C 0.954 6.202 -5.755 1.4589
C -0.062 6.895 -6.628 -1.9610
C 2.393 6.410 -6.250 -1.6543
N 0.430 4.816 -5.643 0.2125
O 0.499 4.192 -6.917 -0.5187
H 2.622 2.339 -4.537 0.1258
H 2.463 3.285 -6.012 0.4531
H 3.121 4.055 -4.528 0.3222
H 0.413 1.989 -5.506 0.5260
H 0.474 1.931 -3.828 -0.4879
H -0.848 2.845 -4.666 0.8807
H -0.131 4.589 -2.996 0.6162
H 1.336 3.987 -2.467 -1.1732
H 1.552 6.373 -2.261 0.3811
H 2.604 5.840 -3.583 0.2404
H 1.112 7.858 -4.389 0.6785
H -0.215 6.713 -4.044 0.4167
H -1.082 6.653 -6.289 0.4241
H 0.024 6.686 -7.702 0.3946
H 0.052 7.976 -6.562 0.4252
H 2.404 7.502 -6.231 0.4443
H 2.535 5.962 -7.224 0.3674
H 3.051 6.009 -5.516 0.3565
H -0.328 4.124 -7.332 0.3148
C 3.825 -1.410 -4.749 -1.8042
C 2.772 -1.600 -3.601 1.9363
C 3.449 -1.343 -2.182 -1.1704
C 1.663 -0.544 -3.823 -0.8660
C 0.414 -0.758 -2.975 1.5094
C -0.126 -2.197 -3.368 -1.5829
C 0.881 -3.290 -3.037 2.7149
C 1.053 -3.461 -1.553 -1.8210
C 0.414 -4.678 -3.513 -2.3460
N 2.144 -2.954 -3.775 0.2857
O 3.099 -4.032 -3.652 -0.4936
H 4.693 -2.058 -4.721 0.4172
H 3.270 -1.627 -5.718 0.4055
H 4.149 -0.337 -4.801 0.3226
H 2.772 -0.855 -1.514 -0.3245
H 3.854 -2.261 -1.746 0.2801
H 4.151 -0.588 -2.454 0.5777
H 2.171 0.417 -3.744 -1.0374
H 1.374 -0.621 -4.860 0.8866
H 0.624 -0.734 -1.917 -1.0707
H -0.373 -0.017 -3.192 0.1043
H -0.341 -2.197 -4.429 0.7502
H -1.047 -2.430 -2.872 -0.2847
H 1.743 -4.303 -1.411 0.9171
H 0.191 -3.791 -1.002 -0.0059
H 1.416 -2.586 -1.027 0.2067
H 0.231 -4.811 -4.562 0.5674
H -0.561 -5.022 -3.127 0.2537
H 1.118 -5.468 -3.208 0.3866
H 3.223 -4.383 -4.531 0.3381
C 1.625 1.846 -0.451 0.0874
O 2.702 2.309 0.364 0.8010
C 3.029 3.584 -0.047 -0.1253
C 4.244 4.136 0.672 -0.0722
C 5.452 3.256 0.434 -1.3711
N 4.037 4.289 2.110 -0.7554
H 1.709 1.901 -1.604 -0.2967
H 0.723 2.374 -0.217 -0.1627
H 1.435 0.826 -0.237 -0.2562
H 3.194 3.500 -1.132 0.3253
H 2.163 4.242 0.113 -0.1369
H 4.458 5.165 0.300 0.4075
H 5.226 2.200 0.603 0.0273
H 6.341 3.573 1.004 0.3873
H 5.563 3.274 -0.620 0.4471
H 3.241 4.909 2.326 0.3521
H 3.806 3.343 2.407 0.2630
C -3.172 -6.940 -4.936 -0.8650
O -2.874 -6.092 -3.899 -0.1264
C -4.008 -5.648 -3.177 -1.2796
C -3.550 -4.518 -2.211 1.7075
C -2.759 -5.198 -1.031 -0.6316
N -4.655 -3.675 -1.903 -0.8170
H -3.833 -7.779 -4.681 0.3193
H -2.181 -7.350 -5.301 0.2230
H -3.596 -6.437 -5.844 0.3276
H -4.742 -5.154 -3.799 0.4524
H -4.530 -6.427 -2.662 0.4983
H -2.807 -3.846 -2.695 -0.6885
H -3.046 -4.791 -0.046 0.0412
H -1.702 -5.038 -1.157 -0.0849
H -2.915 -6.281 -1.088 0.4392
H -5.405 -4.177 -1.441 0.3086
H -4.373 -2.975 -1.191 0.2144
C -5.738 -4.194 6.544 -0.7019
O -5.555 -3.563 5.280 -0.3285
C -4.349 -2.872 5.350 -0.9134
C -3.927 -2.302 3.891 1.2318
C -4.977 -1.187 3.611 -1.8066
N -3.957 -3.299 2.764 -0.1097
H -4.988 -5.032 6.602 0.2466
H -6.748 -4.635 6.533 0.2662
H -5.732 -3.441 7.340 0.2976
H -4.460 -2.023 5.983 0.5207
H -3.526 -3.602 5.677 0.3612
H -2.883 -1.856 3.946 -0.4740
H -4.917 -0.664 2.653 0.2934
H -4.937 -0.473 4.411 0.4245
H -5.911 -1.748 3.591 0.5196
H -3.313 -4.004 2.891 -0.1447
H -4.872 -3.625 2.593 0.2409
C 1.455 -4.244 2.111 0.0054
O 0.924 -5.176 2.979 -0.5327
C -0.472 -5.124 2.918 0.2678
C -1.052 -6.163 3.873 0.1714
C -0.288 -7.489 3.752 -1.4975
N -2.492 -6.198 3.430 -0.5174
H 1.214 -4.452 1.024 0.2495
H 2.551 -4.249 2.245 0.2903
H 1.045 -3.271 2.333 -0.2089
H -0.881 -4.085 3.164 -0.2087
H -0.820 -5.425 1.915 0.0217
H -1.086 -5.766 4.874 0.4180
H 0.722 -7.490 4.175 0.3396
H -0.272 -7.832 2.729 0.3173
H -0.729 -8.264 4.349 0.4473
H -3.011 -6.731 4.191 0.2569
H -2.616 -6.729 2.568 0.2008
C -1.076 -0.148 6.221 -0.7748
O -1.637 -0.456 4.996 -0.1710
C -0.911 -0.063 3.828 1.4942
C -0.839 1.486 3.663 0.3434
C -2.110 2.195 3.324 -0.7530
N 0.126 1.780 2.581 0.8894
H -1.407 -0.878 6.947 0.2442
H -1.457 0.855 6.587 0.2437
H -0.034 -0.139 6.023 0.2114
H 0.184 -0.335 3.832 -0.6985
H -1.506 -0.418 2.963 -1.1062
H -0.278 1.861 4.535 0.5326
H -2.381 1.829 2.359 -0.1305
H -1.870 3.249 3.229 -0.0707
H -2.924 2.004 4.054 0.3526
H 0.987 1.252 2.599 -0.1431
H -0.232 1.629 1.655 -0.7459
C -2.212 6.341 0.157 -0.4388
O -1.769 6.295 1.500 -0.4447
C -0.471 5.648 1.628 0.3541
C -0.074 5.535 3.061 0.3784
C 0.204 6.883 3.710 -1.9812
N 1.154 4.765 3.088 -0.0959
H -2.346 5.384 -0.257 0.0226
H -1.401 6.846 -0.446 0.2613
H -3.094 6.962 0.188 0.3163
H -0.461 4.587 1.152 -0.3474
H 0.262 6.289 1.124 0.5528
H -0.932 5.145 3.643 -0.0129
H 1.072 7.384 3.349 0.3749
H 0.361 6.672 4.719 0.4879
H -0.667 7.519 3.559 0.4454
H 1.044 3.758 2.859 -0.1016
H 1.577 4.771 3.981 0.3649
C -1.829 2.369 -1.898 -0.5829
O -1.636 1.504 -0.877 0.4156
C -2.632 0.462 -0.982 -2.0416
C -2.529 -0.476 0.235 1.7993
C -1.202 -1.160 0.285 0.4398
N -3.590 -1.484 0.183 -0.4081
H -2.943 2.734 -1.918 0.2884
H -1.600 1.915 -2.848 0.4475
H -1.152 3.199 -1.783 -0.4155
H -3.571 0.956 -0.965 0.8041
H -2.588 -0.101 -1.878 0.3743
H -2.713 0.181 1.112 -0.7430
H -1.089 -1.750 -0.631 -0.5364
H -1.210 -1.880 1.104 0.4805
H -0.381 -0.418 0.427 -0.6333
H -4.473 -1.037 0.108 0.3846
H -3.643 -2.218 0.945 -0.0290
C 3.108 -1.247 5.828 -0.0093
O 4.429 -1.015 5.355 -0.4042
C 4.705 -1.518 4.082 -0.9176
C 3.839 -1.035 2.962 1.1158
C 4.417 -1.229 1.546 -1.4493
N 3.568 0.405 3.091 -0.2473
H 3.028 -0.839 6.833 0.3184
H 2.912 -2.336 5.891 0.2801
H 2.445 -0.810 5.117 -0.2936
H 5.677 -1.097 3.861 0.3814
H 4.830 -2.609 4.044 0.4196
H 2.860 -1.517 2.924 -0.1471
H 5.359 -0.770 1.346 0.3772
H 3.704 -0.720 0.849 -0.1476
H 4.474 -2.263 1.261 0.5533
H 4.348 0.844 3.569 0.3262
H 3.505 0.767 2.157 -0.2582
```

Calculated values
Kohn-Sham gap   0.33121 Ha
HOMO   -0.3098 Ha
Multiplicity   1
Energy relative to the best compared isomer or geometry (same formula, charge and spin)   162.9 kJ/mol
Electronic energy   -3280.2816 hartree
Structure (SMILES)   CC1(C)CCCC(C)(C)N1O.CC1(C)CCCC(C)(C)N1O.COC[C@H](C)N.COC[C@H](C)N.COC[C@H](C)N.COC[C@H](C)N.COC[C@H](C)N.COC[C@H](C)N.COC[C@H](C)N.COC[C@H](C)N


A 2-piece molecular cluster, C4H3N3O overall, computed with ωB97M-V/def2-TZVPD.

XYZ file:
```
11
Properties=species:S:1:pos:R:3:mulliken_charge:R:1
C -1.454 0.067 0.150 -0.2826
C -0.843 -1.152 0.003 -0.4974
C 0.578 -0.779 -0.165 0.3550
C 0.632 0.665 -0.030 0.4595
H -2.484 -0.008 -0.196 0.2966
H -1.497 -2.175 -0.260 0.2573
H -0.813 2.238 0.763 0.3952
N 1.963 -1.068 -0.042 -0.0509
N 2.768 -0.155 0.139 -0.2049
N -0.708 1.152 -0.197 -0.3395
O 1.856 1.215 -0.166 -0.3882
```

Calculated values
Kohn-Sham gap   0.30727 Ha
HOMO   -0.3237 Ha
Multiplicity   1
Energy relative to the best compared isomer or geometry (same formula, charge and spin)   562.5 kJ/mol
Electronic energy   -393.5051 hartree


A 2-piece molecular cluster, C3H3NO3 overall, computed with ωB97M-V/def2-TZVPD.

XYZ file:
```
10
Properties=species:S:1:pos:R:3:mulliken_charge:R:1
N -0.996 1.008 -0.599 -0.0785
C -0.104 0.178 -0.099 -0.2444
O 1.138 0.718 -0.264 -0.2630
C 2.130 -0.096 0.238 0.2623
O 3.281 0.205 0.188 -0.4414
C -2.347 -1.325 0.466 0.0408
O -2.076 -2.297 0.987 -0.1105
H -0.790 1.901 -1.033 0.2045
H 1.696 -1.012 0.666 0.3541
H -1.966 0.724 -0.538 0.2760
```

Calculated values
Kohn-Sham gap   0.38667 Ha
HOMO   -0.3539 Ha
Multiplicity   1
Energy relative to the best compared isomer or geometry (same formula, charge and spin)   223.8 kJ/mol
Electronic energy   -396.5392 hartree


A 2-piece molecular cluster, C3H9N4O overall, computed with ωB97M-V/def2-TZVPD.

XYZ file:
```
17
Properties=species:S:1:pos:R:3:mulliken_charge:R:1
C -3.253 0.463 -0.122 0.1122
C 3.791 -0.287 0.101 -0.6005
C -0.887 0.220 0.199 0.2305
N -4.983 -1.145 -0.101 -0.8753
N -4.103 -0.350 0.045 0.6586
N 0.310 0.785 0.033 -0.2619
N -2.039 0.850 0.126 -0.2328
O 2.533 -0.462 -0.633 -0.5769
H 2.742 -1.311 -1.062 0.3452
H 3.661 -0.719 1.197 0.2516
H 4.029 0.845 0.074 0.2271
H 4.723 -0.637 -0.469 0.3291
H -0.682 -0.843 0.181 0.3418
H -5.723 -1.158 0.538 0.2757
H 0.383 1.754 0.045 0.2017
H 1.241 0.173 0.055 0.3144
H -1.742 1.822 -0.208 0.2594
```

Calculated values
Kohn-Sham gap (alpha / beta)   0.30961 / 0.30959 Ha
HOMO (alpha / beta)   -0.4614 / -0.4614 Ha
Multiplicity   1
Energy relative to the best compared isomer or geometry (same formula, charge and spin)   502.0 kJ/mol
Electronic energy   -413.5567 hartree
Net charge   +1


An isolated ion of composition C3H6N3O and charge +1, computed with ωB97M-V/def2-TZVPD.

XYZ file:
```
13
Properties=species:S:1:pos:R:3:mulliken_charge:R:1
C 1.304 0.991 -0.180 -0.6843
N 0.462 0.443 -1.216 -0.1929
C -0.617 -0.306 -1.202 0.1391
N -1.210 -0.785 -0.040 -0.1042
C -0.671 -0.551 1.183 -0.1428
N -0.756 -0.906 2.313 0.6048
O -0.542 -1.073 3.459 -0.5128
H 2.260 0.651 -0.390 0.3380
H 0.965 0.776 0.909 0.2439
H 1.316 1.973 -0.460 0.3387
H 0.862 0.657 -2.139 0.2878
H -1.208 -0.573 -2.065 0.3673
H -2.165 -1.297 -0.173 0.3173
```

Calculated values
Kohn-Sham gap   0.33739 Ha
HOMO   -0.5012 Ha
Multiplicity   1
Energy relative to the best compared isomer or geometry (same formula, charge and spin)   363.5 kJ/mol
Electronic energy   -357.0183 hartree
Structure (SMILES)   C/[NH+]=C\[NH+]=C=N[O-]
Net charge   +1